Record 1
Entry from OMol25: a single C20H21N3O6 molecule (ωB97M-V with the def2-TZVPD basis set).

Last column: Mulliken charge in e.
Geometry (Å):
C (-0.27, -4.24, 0.03)  -0.82
O (-0.74, -2.90, -0.06)  -0.18
C (-2.07, -2.73, 0.02)  0.36
O (-2.85, -3.63, 0.18)  -0.61
C (-2.45, -1.30, -0.09)  0.38
C (-1.52, -0.32, -0.43)  -0.22
C (-1.88, 1.02, -0.49)  -0.14
C (-0.84, 2.01, -0.95)  0.19
O (-0.89, 2.49, -2.06)  -0.68
N (0.13, 2.29, -0.06)  0.18
C (0.23, 1.77, 1.28)  -0.90
C (1.32, 0.68, 1.35)  -0.75
N (2.21, 0.85, 0.21)  0.48
C (3.14, -0.18, -0.01)  -0.18
C (2.65, -1.41, -0.44)  0.04
C (3.50, -2.47, -0.72)  -0.99
C (4.86, -2.30, -0.57)  -0.82
C (5.37, -1.09, -0.13)  -0.60
C (4.53, -0.03, 0.17)  0.98
O (4.97, 1.17, 0.67)  -0.35
C (6.35, 1.38, 0.80)  -1.01
C (2.57, 2.23, 0.01)  -0.47
C (1.32, 2.99, -0.50)  -1.20
C (-3.19, 1.39, -0.24)  -0.15
C (-4.12, 0.41, 0.09)  -0.26
N (-5.49, 0.80, 0.37)  1.03
O (-5.73, 1.99, 0.41)  -0.62
O (-6.29, -0.08, 0.55)  -0.61
C (-3.77, -0.93, 0.17)  -0.89
H (0.80, -4.17, 0.23)  0.22
H (-0.45, -4.77, -0.91)  0.32
H (-0.78, -4.77, 0.84)  0.38
H (-0.50, -0.61, -0.66)  0.91
H (-0.74, 1.38, 1.60)  0.42
H (0.49, 2.61, 1.94)  0.47
H (1.86, 0.77, 2.30)  0.34
H (0.88, -0.31, 1.31)  0.45
H (1.59, -1.53, -0.57)  0.41
H (3.09, -3.41, -1.06)  0.40
H (5.54, -3.11, -0.79)  0.39
H (6.44, -0.99, -0.01)  0.39
H (6.80, 0.68, 1.52)  0.36
H (6.46, 2.39, 1.17)  0.25
H (6.87, 1.29, -0.16)  0.41
H (2.94, 2.70, 0.94)  0.38
H (3.36, 2.29, -0.74)  0.37
H (1.29, 3.01, -1.59)  0.50
H (1.32, 4.02, -0.13)  0.26
H (-3.50, 2.42, -0.30)  0.59
H (-4.50, -1.68, 0.43)  0.61

Summary:
HOMO-LUMO gap   7.541 eV
Structure (SMILES)   COC(=O)c1cc(C(=O)N2CCN(c3ccccc3OC)CC2)cc([N+](=O)[O-])c1
Lowest unoccupied orbital energy   -0.684 eV
Highest occupied orbital energy   -8.23 eV
ΔE to the lowest compared entry with this formula, charge and spin   135.0 kcal/mol



Record 2
Entry from OMol25: a single C20H21N3O7 molecule (ωB97M-V with the def2-TZVPD basis set).

Last column: Mulliken charge in e.
Geometry (Å):
C (-1.38, 5.34, -0.47)  -0.91
O (-1.25, 4.75, 0.80)  -0.45
C (-1.13, 3.41, 0.89)  0.78
C (-1.15, 2.54, -0.18)  -0.99
C (-1.00, 1.16, -0.03)  0.03
C (-0.97, 0.34, -1.23)  -0.76
C (-0.18, -0.71, -1.52)  0.53
N (0.88, -1.20, -0.78)  0.06
C (1.72, -0.55, 0.08)  0.54
O (1.59, 0.62, 0.39)  -0.55
C (2.80, -1.41, 0.62)  0.31
C (3.18, -1.21, 1.95)  -0.45
C (4.18, -1.99, 2.51)  -0.66
C (4.81, -2.96, 1.75)  -0.38
C (4.45, -3.15, 0.43)  -0.76
C (3.45, -2.38, -0.14)  -0.26
C (-0.35, -1.55, -2.76)  0.16
O (0.53, -2.34, -3.08)  -0.74
N (-1.49, -1.40, -3.46)  -0.13
C (-1.81, -2.25, -4.58)  -0.67
C (-3.23, -2.81, -4.40)  -0.58
O (-4.19, -1.79, -4.34)  -0.52
C (-0.89, 0.67, 1.28)  -0.35
N (-0.85, -0.72, 1.58)  1.19
O (-0.27, -1.07, 2.59)  -0.66
O (-1.43, -1.49, 0.84)  -0.61
C (-0.86, 1.54, 2.37)  -0.53
C (-0.96, 2.90, 2.20)  0.81
O (-0.94, 3.82, 3.20)  -0.46
C (-0.71, 3.37, 4.51)  -0.91
H (-0.52, 5.13, -1.10)  0.37
H (-1.44, 6.42, -0.29)  0.23
H (-2.29, 5.01, -0.97)  0.35
H (-1.24, 2.92, -1.19)  0.54
H (-1.65, 0.68, -2.00)  0.54
H (1.19, -2.11, -1.13)  0.26
H (2.67, -0.45, 2.52)  0.46
H (4.45, -1.84, 3.54)  0.38
H (5.59, -3.56, 2.19)  0.38
H (4.96, -3.89, -0.16)  0.40
H (3.20, -2.53, -1.18)  0.54
H (-2.26, -0.88, -3.07)  0.32
H (-1.76, -1.67, -5.51)  0.30
H (-1.07, -3.05, -4.62)  0.40
H (-3.45, -3.52, -5.20)  0.34
H (-3.30, -3.34, -3.44)  0.31
H (-4.23, -1.35, -5.20)  0.33
H (-0.75, 1.10, 3.35)  0.56
H (0.24, 2.84, 4.59)  0.36
H (-1.52, 2.72, 4.86)  0.35
H (-0.68, 4.27, 5.13)  0.23

Summary:
HOMO-LUMO gap   7.734 eV
Structure (SMILES)   COc1cc(/C=C(\NC(=O)c2ccccc2)C(=O)NCCO)c([N+](=O)[O-])cc1OC
Lowest unoccupied orbital energy   -0.268 eV
Highest occupied orbital energy   -8.00 eV
ΔE to the lowest compared entry with this formula, charge and spin   6.4 kcal/mol



Record 3
Entry from OMol25: a single C20H21N5O3 molecule (ωB97M-V with the def2-TZVPD basis set).

Last column: Mulliken charge in e.
Geometry (Å):
C (-4.43, -1.49, -2.40)  -0.79
O (-3.84, -1.98, -3.58)  -0.43
C (-2.54, -1.68, -3.84)  0.52
C (-2.01, -2.19, -5.02)  -0.71
C (-0.70, -1.94, -5.36)  -0.56
C (0.12, -1.18, -4.55)  -0.76
C (-0.40, -0.66, -3.37)  0.16
N (0.35, 0.12, -2.49)  0.11
C (1.65, 0.51, -2.58)  0.39
O (2.41, 0.23, -3.47)  -0.69
C (2.08, 1.43, -1.41)  0.14
C (3.56, 1.24, -1.11)  -1.55
N (1.27, 1.23, -0.22)  -0.39
C (0.51, 2.22, 0.30)  0.75
O (0.24, 3.26, -0.25)  -0.70
N (-0.01, 1.90, 1.55)  0.08
C (-0.84, 2.83, 2.32)  -0.82
C (-0.99, 2.18, 3.71)  -0.51
N (-0.23, 0.97, 3.57)  0.18
C (0.33, 0.84, 2.34)  0.36
N (1.04, -0.23, 2.16)  -0.57
C (0.97, -0.88, 3.38)  0.20
C (1.55, -2.07, 3.79)  -0.64
C (1.31, -2.49, 5.09)  -0.47
C (0.52, -1.75, 5.97)  -0.48
C (-0.06, -0.55, 5.58)  -1.14
C (0.17, -0.13, 4.29)  0.69
C (-1.73, -0.91, -3.01)  -0.03
H (-3.92, -1.87, -1.51)  0.32
H (-5.45, -1.85, -2.41)  0.23
H (-4.43, -0.39, -2.38)  0.32
H (-2.66, -2.78, -5.65)  0.43
H (-0.30, -2.34, -6.28)  0.37
H (1.14, -0.98, -4.82)  0.52
H (-0.14, 0.45, -1.67)  -0.08
H (1.89, 2.46, -1.74)  0.44
H (3.92, 2.00, -0.43)  0.39
H (3.72, 0.26, -0.67)  0.37
H (4.12, 1.29, -2.04)  0.42
H (1.50, 0.44, 0.38)  0.49
H (-0.35, 3.81, 2.36)  0.37
H (-1.80, 2.96, 1.81)  0.37
H (-2.04, 1.96, 3.95)  0.33
H (-0.58, 2.82, 4.51)  0.35
H (2.16, -2.64, 3.11)  0.43
H (1.75, -3.42, 5.43)  0.38
H (0.36, -2.12, 6.97)  0.37
H (-0.67, 0.02, 6.26)  0.41
H (-2.10, -0.50, -2.09)  0.44

Summary:
HOMO-LUMO gap   8.448 eV
Structure (SMILES)   COc1cccc(NC(=O)[C@H](C)NC(=O)N2CCn3c2nc2ccccc23)c1
Lowest unoccupied orbital energy   0.295 eV
Highest occupied orbital energy   -8.15 eV
ΔE to the lowest compared entry with this formula, charge and spin   0.0 kcal/mol



Record 4
Entry from OMol25: a molecular structure, C20H21N5O3V (ωB97M-V with the def2-TZVPD basis set).

Last column: Mulliken charge in e.
Geometry (Å):
N (1.39, -0.96, 0.10)  -0.05
C (2.28, -1.33, 0.75)  0.64
C (3.39, -1.77, 1.51)  -1.22
H (3.93, -0.91, 1.91)  0.36
H (4.05, -2.36, 0.87)  0.38
H (3.03, -2.39, 2.34)  0.39
N (-1.13, -1.90, -2.17)  0.03
C (-1.76, -2.69, -2.74)  0.50
C (-2.56, -3.67, -3.36)  -1.07
H (-1.89, -4.36, -3.89)  0.36
H (-3.22, -3.17, -4.07)  0.36
H (-3.15, -4.21, -2.61)  0.38
N (-0.60, 1.36, -0.88)  0.01
C (-1.00, 2.45, -0.90)  0.56
C (-1.47, 3.79, -0.94)  -1.16
H (-2.55, 3.80, -0.73)  0.37
H (-1.29, 4.21, -1.93)  0.38
H (-0.95, 4.38, -0.18)  0.36
V (-0.52, -0.73, -0.72)  0.30
C (-2.43, -0.40, -0.56)  0.62
O (-3.57, -0.17, -0.52)  -0.13
C (-0.72, -2.37, 0.31)  0.65
O (-0.79, -3.37, 0.90)  -0.13
C (2.15, -1.14, -2.51)  -0.37
C (2.31, 0.19, -2.08)  -0.56
C (1.44, 1.18, -2.52)  -0.65
C (0.39, 0.85, -3.39)  -0.34
C (0.24, -0.45, -3.83)  -0.56
C (1.12, -1.45, -3.39)  -0.55
H (2.90, -1.89, -2.27)  0.57
H (3.19, 0.47, -1.50)  0.61
H (1.66, 2.22, -2.28)  0.62
H (-0.22, 1.65, -3.83)  0.57
H (-0.51, -0.68, -4.59)  0.63
H (1.06, -2.46, -3.81)  0.61
N (1.09, 2.88, 5.05)  -0.28
C (1.10, 2.41, 3.77)  0.32
O (1.95, 2.78, 2.95)  -0.58
C (0.04, 1.43, 3.39)  0.11
C (-0.95, 0.97, 4.26)  -0.35
C (-1.86, 0.04, 3.77)  -1.18
C (-1.76, -0.42, 2.45)  -0.18
N (-0.80, 0.03, 1.63)  0.42
C (0.07, 0.94, 2.07)  -0.24
H (1.81, 3.53, 5.32)  0.28
H (0.45, 2.56, 5.76)  0.13
H (-1.03, 1.32, 5.28)  0.43
H (-2.66, -0.37, 4.39)  0.50
H (-2.47, -1.16, 2.08)  0.43
H (0.83, 1.31, 1.37)  0.71

Summary:
Charge   +4
HOMO-LUMO gap (spin up / spin down)   3.342 / 3.507 eV
Lowest unoccupied orbital energy (spin up / spin down)   -16.968 / -16.824 eV
Multiplicity   2
Highest occupied orbital energy (spin up / spin down)   -20.31 / -20.33 eV



Record 5
Entry from OMol25: a gas-phase ion, C20H21N7O7 (charge -2) (ωB97M-V with the def2-TZVPD basis set).

Last column: Mulliken charge in e.
Geometry (Å):
N (1.94, -0.93, -8.88)  -0.52
C (2.08, -1.32, -7.55)  0.30
N (1.88, -2.59, -7.30)  -0.63
C (2.05, -3.06, -6.03)  0.34
O (1.91, -4.27, -5.80)  -0.74
C (2.41, -2.07, -5.01)  0.41
C (2.59, -0.77, -5.43)  0.17
N (2.44, -0.36, -6.70)  -0.81
N (2.94, 0.24, -4.53)  -0.18
C (3.67, -0.23, -3.39)  -1.27
C (2.81, -1.29, -2.71)  -0.24
C (1.49, -0.70, -2.18)  -0.77
N (0.95, -1.52, -1.13)  -0.03
C (0.37, -1.06, 0.01)  1.19
C (0.20, -1.93, 1.10)  -0.62
C (-0.40, -1.50, 2.26)  -0.84
C (-0.85, -0.19, 2.40)  0.43
C (-1.48, 0.20, 3.69)  0.30
O (-1.93, -0.64, 4.46)  -0.73
N (-1.53, 1.52, 3.94)  -0.09
C (-1.99, 2.11, 5.18)  0.01
C (-3.51, 2.01, 5.32)  -0.83
C (-4.01, 2.23, 6.76)  -0.72
C (-4.90, 3.46, 6.87)  0.55
O (-6.07, 3.38, 7.21)  -0.68
O (-4.34, 4.60, 6.57)  -0.56
C (-1.46, 3.60, 5.17)  0.54
O (-1.88, 4.35, 6.09)  -0.78
O (-0.67, 3.89, 4.28)  -0.77
C (-0.70, 0.67, 1.32)  -0.93
C (-0.12, 0.25, 0.14)  -0.43
N (2.57, -2.39, -3.64)  0.20
C (2.46, -3.62, -3.12)  -0.16
O (2.53, -3.85, -1.91)  -0.70
H (1.36, -1.57, -9.40)  0.28
H (1.67, 0.04, -8.98)  0.25
H (3.33, 1.04, -5.02)  0.36
H (4.64, -0.68, -3.66)  0.39
H (3.85, 0.60, -2.70)  0.53
H (3.36, -1.72, -1.86)  0.43
H (0.79, -0.61, -3.02)  0.17
H (1.69, 0.31, -1.80)  0.43
H (1.31, -2.47, -1.11)  0.13
H (0.56, -2.95, 1.01)  0.39
H (-0.53, -2.18, 3.09)  0.40
H (-0.98, 2.19, 3.41)  0.32
H (-1.52, 1.59, 6.03)  0.27
H (-3.98, 2.72, 4.64)  0.36
H (-3.80, 1.00, 4.99)  0.41
H (-4.57, 1.36, 7.11)  0.28
H (-3.16, 2.39, 7.42)  0.42
H (-3.32, 4.49, 6.37)  0.49
H (-1.07, 1.69, 1.37)  0.36
H (-0.05, 0.94, -0.69)  0.38
H (2.32, -4.40, -3.87)  0.57

Summary:
Charge   -2
HOMO-LUMO gap   7.221 eV
Structure (SMILES)   Nc1nc([O-])c2c(n1)NC[C@@H](CNc1ccc(C(=O)N[C@H](CCC(=O)O)C(=O)[O-])cc1)N2C=O
Lowest unoccupied orbital energy   4.340 eV
Highest occupied orbital energy   -2.88 eV



In eV/A, the max |F| values for the records above are, in order, 1.2, 1.7, 0.8, 8.3, 1.0.
In Eh, the E_tot values for the records above are, in order, -1390.3485, -1465.5801, -1274.3097, -2216.5166, -1684.9890.